Entry 1:
Molecular formula: H8O4
Method: DFT, ωB97M-V/def2-TZVPD

Bonds (Å) are listed after each position.
Element x y z (Å)
1 H 0.2989 1.6048 0.2619  O12 0.981
2 H -2.5910 0.9911 -0.6525  O6 0.994
3 O -1.0780 -1.5795 -0.5990  H5 0.935, H11 0.993
4 H 1.0919 1.4857 1.6157  O12 0.922
5 H -0.1942 -1.3655 -0.3834  O3 0.935
6 O -1.6146 0.9575 -0.8373  H2 0.994, H9 0.995
7 H 2.3450 -1.3644 0.5689  O10 0.949
8 H 1.4365 -0.1060 0.6345  O10 0.940
9 H -1.2910 0.0805 -0.4956  O6 0.995
10 O 1.4662 -1.0416 0.7234  H7 0.949, H8 0.940
11 H -1.0051 -1.4436 -1.5801  O3 0.993
12 O 1.1355 1.7810 0.7436  H1 0.981, H4 0.922

Results
**Structure (SMILES)**: O.O.O.O
**Molecular weight**: 72.06 u
**HOMO**: -11.28 eV
**Spin multiplicity**: 1
**Energy relative to the best compared isomer or geometry (same formula, charge and spin)**: 20.20 kcal per mole
**Strongest force on any atom**: 2.95 eV/Å
**Net charge**: 0

---

Entry 2:
Molecular formula: C7H11BO2
Method: DFT, ωB97M-V/def2-TZVPD

Bonds (Å) are listed after each position.
Element x y z (Å)
1 C -0.3921 -0.8851 2.6629  H2 1.047, H8 1.067, H15 1.074, C18 1.544
2 H -1.3067 -0.3754 2.6622  C1 1.047
3 B -1.2175 0.9286 -1.6365  O4 1.369, C16 1.578, O20 1.366
4 O -2.2544 0.6338 -0.7930  B3 1.369, C17 1.405
5 H 1.4608 -0.5798 1.6491  C18 1.024
6 H 2.4120 -0.9840 -0.5763  C21 1.026
7 H -2.2885 1.6084 -3.3301  O20 1.037
8 H -0.6216 -1.9170 2.5172  C1 1.067
9 H -2.2918 0.1670 1.3671  C17 1.193
10 H 2.6180 0.5858 0.0462  C21 1.076
11 H 1.3002 1.0094 -2.5868  C12 1.085
12 C 1.3472 0.5786 -1.5922  H11 1.085, C16 1.317, C21 1.555
13 H -2.1629 -1.1881 0.1090  C17 1.126
14 H 3.4485 -0.0760 -1.4181  C21 1.040
15 H 0.1546 -0.8324 3.5857  C1 1.074
16 C 0.1816 0.6077 -0.9802  B3 1.578, C12 1.317, C19 1.522
17 C -1.8324 -0.1306 0.3075  O4 1.405, H9 1.193, H13 1.126, C19 1.599
18 C 0.4629 -0.4777 1.4439  C1 1.544, H5 1.024, C19 1.385
19 C -0.2345 -0.0631 0.3214  C16 1.522, C17 1.599, C18 1.385
20 O -1.3640 1.3994 -2.9102  B3 1.366, H7 1.037
21 C 2.5804 -0.0096 -0.8488  H6 1.026, H10 1.076, C12 1.555, H14 1.040

Results
**Structure (SMILES)**: C/C=C1\COB(O)\C1=C\C
**Molecular weight**: 137.98 u
**HOMO**: -8.40 eV
**Spin multiplicity**: 1
**Energy relative to the best compared isomer or geometry (same formula, charge and spin)**: 15.21 kcal per mole
**Strongest force on any atom**: 4.96 eV/Å
**Net charge**: 0

---

Entry 3:
Molecular formula: C10H16O4P
Method: DFT, ωB97M-V/def2-TZVPD

Bonds (Å) are listed after each position.
Element x y z (Å)
1 C 0.6159 0.3223 3.8642  C17 1.431, H18 1.009, C29 1.365
2 H -1.7650 -0.4706 1.2906  C3 1.072
3 C -1.0784 0.2030 0.8166  H2 1.072, O8 1.402, C10 1.617, H26 1.178
4 H 2.3037 2.4213 1.8242  C24 1.047
5 O -2.3054 -1.6587 -1.2312  C15 1.411, P20 1.624
6 H -0.7279 -1.3061 3.1373  C29 1.065
7 C -0.2281 0.3016 -3.7531  H11 1.163, H14 1.092, H21 1.138, O22 1.445
8 O -0.9979 0.3160 -0.5784  C3 1.402, P20 1.626
9 H -2.9638 -2.6409 -2.8706  C15 1.003
10 C 0.2085 -0.4285 1.5650  C3 1.617, C27 1.533, C29 1.458, H30 1.208
11 H 0.6754 -0.4295 -3.8047  C7 1.163
12 C 2.5844 1.3640 -0.6835  H13 1.027, H19 1.046, O25 1.451, H31 1.049
13 H 3.3296 1.4504 0.0182  C12 1.027
14 H -0.0067 1.3552 -3.5708  C7 1.092
15 C -2.9989 -2.7084 -1.8706  O5 1.411, H9 1.003, H23 0.992, H28 1.142
16 H 1.6869 2.1874 3.9307  C17 0.995
17 C 1.3524 1.4423 3.3633  C1 1.431, H16 0.995, C24 1.376
18 H 0.3989 0.2923 4.8496  C1 1.009
19 H 2.2639 2.3490 -0.8288  C12 1.046
20 P -0.8840 -0.9569 -1.5830  O5 1.624, O8 1.626, O22 1.667
21 H -0.6958 0.3157 -4.7906  C7 1.138
22 O -1.3496 -0.2046 -2.9961  C7 1.445, P20 1.667
23 H -3.9058 -2.7246 -1.4691  C15 0.992
24 C 1.7056 1.5899 2.0416  H4 1.047, C17 1.376, C27 1.417
25 O 1.7037 0.4101 -0.0356  C12 1.451, C27 1.263
26 H -1.1629 1.2417 1.3659  C3 1.178
27 C 1.2998 0.5655 1.1509  C10 1.533, C24 1.417, O25 1.263
28 H -2.3402 -3.6205 -1.6728  C15 1.142
29 C -0.0273 -0.5162 3.0009  C1 1.365, H6 1.065, C10 1.458
30 H 0.3462 -1.5516 1.1425  C10 1.208
31 H 2.9627 1.0896 -1.6225  C12 1.049

Results
**Molecular weight**: 231.21 u
**HOMO**: -12.04 eV
**Spin multiplicity**: 1
**Energy relative to the best compared isomer or geometry (same formula, charge and spin)**: 44.76 kcal per mole
**Strongest force on any atom**: 6.35 eV/Å
**Net charge**: +1

---

Entry 4:
Molecular formula: C3H10N2O2
Method: DFT, ωB97M-V/def2-TZVPD

Bonds (Å) are listed after each position.
Element x y z (Å)
1 H 0.4777 2.0189 -2.2572  N13 1.000
2 H -3.1199 0.9392 1.5482  O6 0.958
3 H 1.2632 -1.0649 1.6330  C15 1.063
4 H 1.4240 -1.0919 -1.3887  C10 1.113
5 H 0.6872 0.3651 -2.3492  N13 0.992
6 O -2.3980 0.3341 1.7220  H2 0.958, H11 0.962
7 H 2.7282 -0.7888 0.7554  C15 1.111
8 O -1.3798 1.7751 -0.5551  C9 1.224
9 C -0.5886 0.8800 -0.8217  O8 1.224, N13 1.374, N14 1.409
10 C 0.8303 -1.1399 -0.4483  H4 1.113, N14 1.498, C15 1.536, H16 1.116
11 H -2.5030 0.1266 2.6551  O6 0.962
12 H -1.0342 -0.7313 0.4484  N14 1.024
13 N 0.2880 1.1244 -1.8514  H1 1.000, H5 0.992, C9 1.374
14 N -0.5004 -0.4559 -0.3813  C9 1.409, C10 1.498, H12 1.024
15 C 1.6322 -0.6066 0.7482  H3 1.063, H7 1.111, C10 1.536, H17 1.122
16 H 0.5385 -2.1987 -0.2526  C10 1.116
17 H 1.6548 0.5144 0.7953  C15 1.122

Results
**Structure (SMILES)**: CCNC(N)=O.O
**Molecular weight**: 106.12 u
**HOMO**: -9.25 eV
**Spin multiplicity**: 1
**Energy relative to the best compared isomer or geometry (same formula, charge and spin)**: 21.43 kcal per mole
**Strongest force on any atom**: 2.28 eV/Å
**Net charge**: 0

---

Entry 5:
Molecular formula: C50H115N13O10
Method: DFT, ωB97M-V/def2-TZVPD

Bonds (Å) are listed after each position.
Element x y z (Å)
1 H -5.6095 1.0009 -3.2516  C170 1.078
2 C -0.5281 -5.5646 -5.4323  C35 1.556, H45 1.116, H48 1.083, H88 1.107
3 H 4.7101 -1.1634 0.4723  N93 1.044
4 H 4.3862 3.7577 -2.9818  C55 1.112
5 H -2.0001 2.7782 -2.7790  C14 1.062
6 H 1.9480 1.2947 5.7605  C127 1.098
7 C -1.2734 2.1948 3.1528  H32 1.095, C83 1.562, H106 1.054, C110 1.527
8 O -3.4804 -1.6216 -0.0651  H90 0.990, N107 1.501
9 C 2.0557 -5.1585 2.0221  O97 1.219, N125 1.361, N135 1.353
10 C 4.3371 -2.8569 -0.6886  N93 1.361, O98 1.225, N99 1.343
11 C -0.0880 -2.0944 -0.3364  N118 1.389, N169 1.339, O177 1.261
12 H 0.2565 2.8119 -5.3306  C175 1.091
13 H -1.5273 5.1917 5.9653  C136 1.087
14 C -1.1117 3.3524 -2.6872  H5 1.062, H109 1.081, H142 1.068, C180 1.572
15 H 5.7021 1.9787 3.3242  C33 1.094
16 C 4.0790 1.6063 1.3291  H22 1.102, H28 1.084, H76 1.057, C187 1.609
17 H 0.9480 4.7633 -4.0671  C79 1.087
18 H -3.5271 2.5259 3.1586  C83 1.136
19 H 4.0851 -1.7634 5.8561  C167 1.035
20 H 4.6894 -1.8967 4.2726  C167 1.130
21 H -0.9787 0.9565 -3.8611  C116 1.067
22 H 3.2010 1.3267 0.7243  C16 1.102
23 H 2.0861 5.5074 -2.7986  C79 1.057
24 H 1.1458 -4.9231 3.7615  N125 1.037
25 N 1.2599 2.7844 -2.0846  C60 1.503, O80 1.433, C180 1.422
26 C -0.0971 -2.4847 4.4812  N43 1.413, N85 1.399, O156 1.217
27 H 3.7752 2.6949 5.5524  C57 1.095
28 H 4.9219 0.9295 1.2534  C16 1.084
29 H 4.4152 0.3485 6.5680  C130 1.080
30 H -1.3579 -2.3574 5.9277  N43 1.000
31 H -0.7584 6.6050 1.5430  C173 1.115
32 H -1.3850 1.2053 2.6967  C7 1.095
33 C 4.7781 2.4007 3.7314  H15 1.094, H54 1.068, C57 1.539, C187 1.590
34 H 0.3904 4.3275 -1.2032  O80 1.012
35 C 0.2720 -4.4123 -4.7598  C2 1.556, C44 1.538, N160 1.533, C182 1.537
36 C -4.1141 1.3139 -0.2449  H46 1.075, H66 1.037, H69 1.108, C181 1.527
37 H 5.2497 -2.9822 -2.4772  N99 0.999
38 H -2.1061 -1.8043 4.4478  N43 1.015
39 H 0.4541 4.4777 4.0903  C78 1.094
40 H -3.3519 -1.6768 1.5806  O172 0.992
41 H -6.4516 -0.7696 1.2732  C92 1.078
42 H -2.3555 6.8311 3.0247  O138 0.977
43 N -1.2815 -1.9379 5.0235  C26 1.413, H30 1.000, H38 1.015
44 C 0.8867 -4.9703 -3.4654  C35 1.538, H50 1.101, H77 1.070, H121 1.064
45 H -1.1490 -5.9325 -4.5807  C2 1.116
46 H -3.5727 1.2903 -1.1729  C36 1.075
47 O 1.9385 -5.1674 -6.2663  H115 1.016, N160 1.401
48 H -1.0179 -5.1593 -6.3095  C2 1.083
49 H -0.7354 3.7029 5.6244  C136 1.098
50 H 0.1511 -5.4198 -2.7800  C44 1.101
51 H -3.2948 0.1986 -3.0439  C137 1.083
52 H -0.3136 -1.1718 -3.7462  C63 1.073
53 H -4.7752 3.9036 4.1262  C165 1.099
54 H 4.7993 3.4400 3.4882  C33 1.068
55 C 3.5285 3.2990 -2.4434  H4 1.112, C60 1.469, H84 1.061, H134 1.125
56 H 3.0777 -3.2560 -3.8173  C113 1.064
57 C 4.6942 2.1800 5.2525  H27 1.095, C33 1.539, C130 1.533, H174 1.096
58 H 0.2262 6.2062 3.5504  C78 1.096
59 H 3.0638 -3.3857 -7.6375  C128 1.099
60 C 2.2137 3.3584 -3.0948  N25 1.503, C55 1.469, C79 1.522, C151 1.595
61 C -0.5564 1.4387 -1.3219  H65 1.152, H171 1.075, C180 1.504, H186 1.084
62 H 3.9492 -3.7218 -5.2841  C113 1.104
63 C 0.1976 -2.0406 -4.1134  H52 1.073, H74 1.092, C108 1.546, C182 1.480
64 H -1.6341 -2.9359 0.6008  N169 1.012
65 H 0.1609 0.6055 -0.9784  C61 1.152
66 H -3.4876 1.1858 0.5708  C36 1.037
67 H 2.8534 2.7908 -5.1551  C151 1.118
68 H -2.2563 3.7143 6.4566  C136 1.102
69 H -4.5950 2.2948 -0.0611  C36 1.108
70 H 2.5771 1.4403 -4.0481  C151 1.095
71 H -7.3305 0.4421 -3.0849  C170 1.131
72 C -4.2093 -3.0437 -2.3240  H123 1.084, C143 1.536, H146 1.072, H148 1.077
73 C -1.0559 4.6932 2.5604  C78 1.511, N82 1.446, C110 1.514, C173 1.559
74 H 0.7388 -2.3430 -3.2145  C63 1.092
75 H 2.0799 -6.3143 3.6709  N125 1.024
76 H 4.2978 2.6043 1.0567  C16 1.057
77 H 1.3411 -4.1907 -2.8899  C44 1.070
78 C 0.2015 5.1484 3.2643  H39 1.094, H58 1.096, C73 1.511, H183 1.083
79 C 1.8996 4.7789 -3.5419  H17 1.087, H23 1.057, C60 1.522, H145 1.107
80 O 1.0968 3.6479 -0.9532  N25 1.433, H34 1.012
81 H 0.6309 0.5714 -3.3978  C116 1.058
82 N -2.3122 4.8600 3.2568  C73 1.446, O138 1.431, C188 1.477
83 C -2.6217 2.5744 3.8438  C7 1.562, H18 1.136, H91 1.101, C188 1.530
84 H 3.3854 3.8586 -1.5531  C55 1.061
85 N 0.3084 -1.9209 3.2666  C26 1.399, H132 1.029, H144 0.989
86 H 0.9210 1.2550 -5.7066  C175 1.059
87 H 3.6595 -2.3643 1.2270  N93 1.018
88 H 0.2781 -6.2892 -5.6586  C2 1.107
89 H 1.5777 -1.4061 -1.2418  N118 0.982
90 H -2.6643 -1.3997 -0.5801  O8 0.990
91 H -2.8350 1.8614 4.6550  C83 1.101
92 C -5.6807 -0.0259 1.1479  H41 1.078, H149 1.062, H164 1.050, C181 1.565
93 N 4.2091 -2.0778 0.4200  H3 1.044, C10 1.361, H87 1.018
94 H 1.7419 -2.3659 -7.9277  C128 1.104
95 C 2.2639 2.2485 3.0413  H131 1.138, H152 1.108, H159 1.088, C187 1.516
96 O 2.7978 -0.5487 2.6474  N155 1.413, H166 0.976
97 O 1.6749 -4.0667 1.6355  C9 1.219
98 O 3.7105 -3.8962 -0.8578  C10 1.225
99 N 5.0857 -2.3806 -1.6969  C10 1.343, H37 0.999, H103 1.021
100 C -6.3073 0.5116 -1.1661  H114 1.137, H119 1.137, C170 1.560, C181 1.500
101 H 1.7894 -0.9319 -4.9706  C108 1.098
102 H -4.2391 -3.6413 3.3515  C185 1.072
103 H 5.3264 -1.3918 -1.7817  N99 1.021
104 H -5.8214 -1.4427 -4.0561  C150 1.125
105 H -0.2065 3.0105 1.4203  C110 1.105
106 H -0.4985 2.1723 3.8662  C7 1.054
107 N -4.6947 -1.1533 -0.8135  O8 1.501, C143 1.516, C181 1.486
108 C 1.1455 -1.7575 -5.3018  C63 1.546, H101 1.098, C139 1.514, H179 1.067
109 H -1.3341 4.0121 -1.8606  C14 1.081
110 C -1.0599 3.2581 2.0776  C7 1.527, C73 1.514, H105 1.105, H133 1.017
111 H 3.0108 -2.1545 4.5650  C167 1.075
112 H -2.4779 -1.2808 -2.6172  C137 1.087
113 C 3.3071 -2.9573 -4.8127  H56 1.064, H62 1.104, C139 1.553, H162 1.083
114 H -6.7020 1.5708 -1.0409  C100 1.137
115 H 2.5778 -5.3674 -5.5021  O47 1.016
116 C -0.0075 1.3630 -3.6889  H21 1.067, H81 1.058, C175 1.566, C180 1.522
117 H 1.9447 -2.4659 0.0647  N118 0.995
118 N 1.2853 -2.0141 -0.5279  C11 1.389, H89 0.982, H117 0.995
119 H -7.1467 -0.2272 -0.9618  C100 1.137
120 H 3.2462 -5.4900 0.5184  N135 0.973
121 H 1.5876 -5.7322 -3.7100  C44 1.064
122 H -3.3203 -1.3420 -3.9842  C137 1.034
123 H -3.2083 -3.2382 -1.9560  C72 1.084
124 H -2.1535 5.6024 0.9602  C173 1.113
125 N 1.4770 -5.6813 3.1369  C9 1.361, H24 1.037, H75 1.024
126 H -6.7393 -1.7154 -2.5198  C150 1.084
127 C 2.2092 0.2618 5.4969  H6 1.098, H140 1.099, C158 1.588, H168 1.118
128 C 2.5255 -2.5476 -7.1718  H59 1.099, H94 1.104, C139 1.508, H154 1.076
129 H -4.4346 4.0326 5.7903  C165 1.108
130 C 4.6632 0.6804 5.5703  H29 1.080, C57 1.533, H153 1.137, C158 1.511
131 H 1.4471 1.7240 2.4480  C95 1.138
132 H -0.4251 -1.6211 2.6106  N85 1.029
133 H -1.8618 3.2789 1.4532  C110 1.017
134 H 3.8414 2.2338 -2.2646  C55 1.125
135 N 3.0578 -5.8306 1.4102  C9 1.353, H120 0.973, H147 1.035
136 C -1.7236 4.1823 5.6124  H13 1.087, H49 1.098, H68 1.102, C188 1.537
137 C -3.3859 -0.8804 -3.0613  H51 1.083, H112 1.087, H122 1.034, C143 1.536
138 O -2.3770 6.1954 3.7663  H42 0.977, N82 1.431
139 C 2.0830 -2.8535 -5.7626  C108 1.514, C113 1.553, C128 1.508, N160 1.445
140 H 2.0744 -0.3869 6.3737  C127 1.099
141 H -1.2905 -2.9889 -5.3145  C182 1.077
142 H -0.9704 3.9942 -3.5291  C14 1.068
143 C -4.5243 -1.5418 -2.2692  C72 1.536, N107 1.516, C137 1.536, C150 1.572
144 H 0.9888 -2.4126 2.7446  N85 0.989
145 H 2.6501 4.9653 -4.3342  C79 1.107
146 H -4.4123 -3.4431 -3.2983  C72 1.072
147 H 3.1837 -6.8533 1.5076  N135 1.035
148 H -4.9063 -3.5172 -1.6535  C72 1.077
149 H -6.1317 0.8934 1.4302  C92 1.062
150 C -5.8942 -1.1990 -2.9607  H104 1.125, H126 1.084, C143 1.572, C170 1.597
151 C 2.1602 2.4007 -4.3695  C60 1.595, H67 1.118, H70 1.095, C175 1.561
152 H 2.0119 2.3346 4.1172  C95 1.108
153 H 5.6636 0.2481 5.2457  C130 1.137
154 H 3.0586 -1.6127 -7.1772  C128 1.076
155 N 3.7653 0.2318 3.3182  O96 1.413, C158 1.505, C187 1.504
156 O 0.5929 -3.3344 5.0138  C26 1.217
157 H -4.8955 -2.0274 3.5155  C185 1.069
158 C 3.5954 -0.0480 4.7874  C127 1.588, C130 1.511, N155 1.505, C167 1.493
159 H 2.3746 3.2645 2.6689  C95 1.088
160 N 1.2354 -4.0170 -5.8854  C35 1.533, O47 1.401, C139 1.445
161 H -0.4459 5.0844 0.5745  C173 1.067
162 H 3.8259 -2.0075 -4.7811  C113 1.083
163 H -4.1309 5.4523 4.8350  C165 1.061
164 H -4.8731 -0.2512 1.7807  C92 1.050
165 C -4.0666 4.3931 4.8093  H53 1.099, H129 1.108, H163 1.061, C188 1.519
166 H 1.9467 -0.4203 3.1080  O96 0.976
167 C 3.8175 -1.5208 4.8862  H19 1.035, H20 1.130, H111 1.075, C158 1.493
168 H 1.3615 -0.0067 4.8189  C127 1.118
169 N -0.6244 -2.9536 0.5399  C11 1.339, H64 1.012, H176 1.013
170 C -6.2667 0.3346 -2.7159  H1 1.078, H71 1.131, C100 1.560, C150 1.597
171 H -0.8642 2.1159 -0.5458  C61 1.075
172 O -3.2278 -2.1472 2.4449  H40 0.992, C185 1.384
173 C -1.0862 5.5735 1.2743  H31 1.115, C73 1.559, H124 1.113, H161 1.067
174 H 5.4490 2.7241 5.8320  C57 1.096
175 C 0.7717 1.9440 -4.9167  H12 1.091, H86 1.059, C116 1.566, C151 1.561
176 H -0.0689 -3.6045 1.0823  N169 1.013
177 O -0.8353 -1.3637 -1.0419  C11 1.261
178 H -5.1133 -2.9771 1.9865  C185 1.132
179 H 0.6077 -1.4486 -6.1704  C108 1.067
180 C -0.0075 2.2578 -2.4581  C14 1.572, N25 1.422, C61 1.504, C116 1.522
181 C -5.1284 0.1734 -0.3031  C36 1.527, C92 1.565, C100 1.500, N107 1.486
182 C -0.6374 -3.2042 -4.4854  C35 1.537, C63 1.480, H141 1.077, H184 1.115
183 H 1.0106 4.9034 2.5866  C78 1.083
184 H -1.1065 -3.5880 -3.5500  C182 1.115
185 C -4.4246 -2.7147 2.8457  H102 1.072, H157 1.069, O172 1.384, H178 1.132
186 H -1.4937 0.9694 -1.5977  C61 1.084
187 C 3.6539 1.6659 2.8796  C16 1.609, C33 1.590, C95 1.516, N155 1.504
188 C -2.6572 3.9978 4.4049  N82 1.477, C83 1.530, C136 1.537, C165 1.519

Results
**Structure (SMILES)**: CC1(C)CCCC(C)(C)N1O.CC1(C)CCCC(C)(C)N1O.CC1(C)CCCC(C)(C)N1O.CC1(C)CCCC(C)(C)N1O.CC1(C)CCCC(C)(C)N1O.NC(N)=O.NC(N)=O.NC(N)=O.NC(N)=O.CO
**Molecular weight**: 1058.55 u
**HOMO**: -8.28 eV
**Spin multiplicity**: 1
**Energy relative to the best compared isomer or geometry (same formula, charge and spin)**: 25.85 kcal per mole
**Strongest force on any atom**: 3.52 eV/Å
**Net charge**: 0